1.
Density functional theory data (wB97M-V/def2-TZVPD) for a cluster of 14 separate species, C57H111Cl6N2O18S5 in total.

Geometry as ORCA input:
```
! wB97M-V def2-TZVPD RIJCOSX def2/J DEFGRID3
* xyz -1 1
C 8.175 -11.339 -22.272
C 8.707 -10.420 -21.200
C 9.944 -10.901 -20.458
C 11.085 -11.269 -21.558
N 12.428 -11.951 -21.113
C 13.100 -11.049 -20.014
C 14.591 -10.990 -20.451
C 14.526 -10.857 -21.904
C 13.465 -11.908 -22.294
C 12.033 -13.360 -20.614
H 7.156 -11.421 -22.651
H 8.481 -12.377 -22.147
H 8.736 -11.018 -23.149
H 7.851 -10.422 -20.526
H 8.765 -9.383 -21.529
H 9.778 -11.814 -19.886
H 10.324 -10.152 -19.762
H 11.423 -10.430 -22.167
H 10.682 -11.987 -22.272
H 12.830 -11.574 -19.097
H 12.549 -10.110 -20.045
H 15.069 -11.960 -20.314
H 15.127 -10.167 -19.979
H 15.513 -10.967 -22.353
H 14.037 -9.963 -22.291
H 13.681 -12.913 -22.657
H 12.890 -11.714 -23.200
H 11.373 -13.914 -21.283
H 11.493 -13.207 -19.680
H 12.978 -13.847 -20.376
C 11.716 -15.898 -23.706
C 12.970 -16.843 -23.647
C 12.385 -18.117 -24.430
C 13.545 -19.077 -24.758
C 14.677 -18.373 -25.548
C 15.367 -17.115 -24.848
N 14.195 -16.288 -24.385
O 14.635 -15.048 -23.818
C 16.313 -16.356 -25.996
C 16.399 -17.722 -23.808
C 13.122 -17.153 -22.140
H 11.669 -15.129 -22.935
H 10.796 -16.469 -23.593
H 11.784 -15.397 -24.672
H 11.925 -17.866 -25.385
H 11.658 -18.629 -23.800
H 13.246 -19.843 -25.473
H 13.905 -19.551 -23.844
H 14.352 -17.964 -26.505
H 15.474 -19.095 -25.721
H 15.811 -15.458 -26.355
H 16.311 -17.041 -26.844
H 17.329 -16.152 -25.659
H 17.195 -18.246 -24.337
H 15.880 -18.551 -23.328
H 16.791 -16.984 -23.107
H 12.180 -17.115 -21.594
H 13.728 -16.419 -21.607
H 13.550 -18.148 -22.023
C 10.439 -12.497 -25.883
O 11.768 -12.863 -26.062
H 10.046 -11.746 -26.568
H 9.733 -13.326 -25.928
H 10.157 -11.967 -24.973
C 13.895 -12.507 -15.303
C 14.513 -11.292 -14.745
C 14.663 -11.258 -13.119
S 13.333 -12.486 -12.585
O 12.320 -11.648 -12.048
O 13.789 -13.722 -11.920
C 12.806 -12.960 -14.308
H 14.717 -13.215 -15.403
H 13.469 -12.423 -16.303
H 14.070 -10.321 -14.968
H 15.452 -11.148 -15.280
H 14.574 -10.334 -12.547
H 15.603 -11.698 -12.786
H 11.814 -12.538 -14.468
H 12.536 -13.994 -14.525
C 19.275 -7.978 -18.851
C 18.021 -7.136 -18.484
C 16.904 -8.174 -18.565
S 17.597 -9.737 -17.710
O 17.256 -10.894 -18.490
O 17.388 -9.583 -16.298
C 19.283 -9.257 -17.996
H 20.145 -7.341 -18.691
H 19.135 -8.252 -19.897
H 17.859 -6.264 -19.118
H 18.118 -6.763 -17.465
H 16.621 -8.474 -19.574
H 16.172 -7.722 -17.897
H 19.786 -10.139 -18.392
H 19.717 -9.098 -17.010
C 15.276 -8.264 -27.473
C 13.946 -8.840 -28.031
C 13.138 -9.539 -26.939
S 14.171 -9.736 -25.491
O 14.485 -11.073 -25.116
O 13.651 -8.819 -24.524
C 15.668 -9.010 -26.179
H 15.074 -7.222 -27.223
H 16.038 -8.348 -28.248
H 14.235 -9.504 -28.846
H 13.455 -7.945 -28.414
H 12.867 -10.578 -27.127
H 12.245 -8.997 -26.627
H 16.329 -9.840 -26.428
H 16.072 -8.298 -25.459
C 16.600 -7.625 -22.512
C 17.150 -6.382 -23.312
C 16.679 -5.114 -22.532
S 15.165 -5.556 -21.467
O 13.988 -4.869 -21.883
O 15.633 -5.553 -20.059
C 15.182 -7.311 -21.958
H 17.220 -7.866 -21.649
H 16.445 -8.479 -23.172
H 16.986 -6.436 -24.389
H 18.224 -6.390 -23.497
H 16.373 -4.413 -23.308
H 17.485 -4.912 -21.826
H 14.578 -7.159 -22.853
H 14.689 -7.883 -21.173
C 6.041 -15.706 -22.229
C 6.723 -17.034 -22.390
C 8.137 -17.030 -21.803
S 7.890 -15.922 -20.227
O 8.994 -14.951 -20.066
O 7.480 -16.802 -19.098
C 6.351 -15.096 -20.871
H 4.981 -15.811 -22.464
H 6.388 -15.020 -23.001
H 6.936 -17.405 -23.392
H 6.203 -17.806 -21.823
H 8.872 -16.499 -22.407
H 8.666 -17.867 -21.348
H 6.551 -14.027 -20.808
H 5.446 -15.225 -20.277
O 12.109 -8.180 -18.742
C 12.322 -7.110 -18.153
O 12.540 -7.236 -16.770
C 12.782 -5.997 -16.150
C 13.323 -5.099 -17.297
C 12.556 -5.696 -18.490
H 13.387 -6.067 -15.246
H 11.779 -5.803 -15.771
H 14.388 -5.331 -17.274
H 13.332 -4.044 -17.025
H 13.056 -5.583 -19.452
H 11.588 -5.219 -18.648
O 10.076 -14.606 -16.624
C 9.999 -13.387 -16.898
O 11.083 -12.540 -16.793
C 10.775 -11.189 -16.925
C 9.219 -11.031 -17.015
C 8.748 -12.471 -17.144
H 11.106 -10.990 -17.944
H 11.314 -10.472 -16.305
H 8.820 -10.328 -17.746
H 8.942 -10.789 -15.989
H 8.306 -12.475 -18.141
H 7.865 -12.605 -16.519
O 10.877 -7.337 -22.953
C 10.508 -7.572 -24.095
O 10.347 -6.624 -24.972
C 9.884 -7.059 -26.288
C 9.387 -8.534 -26.028
C 10.118 -8.914 -24.697
H 10.689 -7.035 -27.022
H 8.966 -6.628 -26.687
H 9.609 -9.370 -26.691
H 8.301 -8.450 -25.997
H 11.103 -9.340 -24.889
H 9.465 -9.376 -23.956
Cl 18.061 -11.469 -23.838
C 17.762 -11.908 -25.500
C 18.421 -13.277 -25.847
Cl 20.181 -12.985 -25.633
H 18.280 -11.219 -26.166
H 16.773 -12.036 -25.941
H 18.142 -13.559 -26.862
H 18.219 -14.129 -25.198
Cl 19.139 -15.031 -20.523
C 17.962 -14.210 -21.536
C 16.561 -14.740 -21.144
Cl 16.021 -14.194 -19.592
H 18.007 -14.471 -22.594
H 18.063 -13.125 -21.492
H 16.647 -15.820 -21.024
H 15.719 -14.291 -21.671
Cl 8.818 -4.607 -18.908
C 7.703 -5.523 -17.924
C 8.229 -6.916 -17.625
Cl 8.759 -7.980 -18.934
H 6.787 -5.582 -18.512
H 7.545 -4.897 -17.045
H 7.516 -7.385 -16.947
H 9.094 -6.647 -17.019
*
```

Electronic energy in hartree: -8453.91481
E_HOMO in eV: -1.95

Results of the Löwdin charge analysis, in e, for atoms 1 through 6:
1. C -0.11
2. C -0.29
3. C -0.14
4. C -0.05
5. N -0.18
6. C -0.04


2.
Density functional theory data (wB97M-V/def2-TZVPD) for a cluster of 8 separate species, C57H113Cl5N6O6 in total.

Geometry as ORCA input:
```
! wB97M-V def2-TZVPD RIJCOSX def2/J DEFGRID3
* xyz 0 7
C 8.088 33.179 14.900
C 7.703 31.992 15.831
C 7.580 30.719 15.033
C 8.919 30.091 14.649
C 9.883 29.862 15.936
C 9.922 31.066 16.880
N 8.618 31.781 17.052
O 8.707 32.918 17.981
C 10.545 30.564 18.188
C 10.996 32.055 16.315
C 6.254 32.268 16.255
H 9.134 33.306 14.622
H 8.027 34.144 15.403
H 7.395 33.283 14.065
H 7.144 29.975 15.700
H 6.913 30.966 14.208
H 9.389 30.833 14.004
H 8.714 29.223 14.021
H 10.891 29.578 15.632
H 9.567 28.965 16.468
H 11.422 29.924 18.088
H 10.886 31.334 18.881
H 9.754 30.132 18.802
H 10.951 32.119 15.228
H 11.036 33.053 16.751
H 11.930 31.520 16.488
H 5.953 31.546 17.014
H 5.490 32.270 15.477
H 5.978 33.233 16.681
C 11.761 21.038 12.897
C 12.306 21.335 14.274
C 13.390 20.212 14.519
C 14.210 20.568 15.827
C 14.780 22.007 15.511
C 13.766 23.148 15.345
N 12.839 22.746 14.307
O 12.005 23.829 13.831
C 13.207 23.456 16.707
C 14.554 24.339 14.823
C 11.130 21.032 15.257
H 12.405 21.361 12.080
H 10.809 21.531 12.699
H 11.704 19.960 12.745
H 12.880 19.249 14.524
H 14.021 20.288 13.633
H 14.880 19.713 15.910
H 13.756 20.504 16.816
H 15.566 22.045 14.756
H 15.411 22.266 16.362
H 13.919 24.121 17.195
H 12.253 23.939 16.494
H 12.865 22.699 17.413
H 14.027 25.288 14.721
H 15.454 24.625 15.368
H 15.107 24.103 13.915
H 10.440 21.847 15.036
H 11.184 21.149 16.339
H 10.654 20.092 14.979
C 9.244 33.911 7.083
C 9.888 35.257 7.361
C 11.102 35.360 6.410
C 11.718 36.741 6.486
C 10.630 37.697 5.969
C 9.378 37.707 6.864
N 8.838 36.324 7.104
O 7.624 36.236 7.812
C 9.702 38.440 8.163
C 8.432 38.631 6.067
C 10.408 35.359 8.793
H 9.843 33.038 7.344
H 8.609 33.828 6.202
H 8.498 33.930 7.878
H 11.852 34.571 6.467
H 10.637 35.167 5.444
H 12.556 36.877 5.803
H 12.149 37.083 7.427
H 10.426 37.216 5.013
H 11.085 38.684 5.885
H 8.926 38.685 8.888
H 10.407 37.845 8.744
H 10.417 39.253 8.039
H 8.733 39.679 6.079
H 8.435 38.376 5.007
H 7.443 38.770 6.503
H 10.418 34.414 9.336
H 9.717 35.920 9.421
H 11.377 35.842 8.924
C 18.273 26.296 1.706
C 17.543 27.579 1.190
C 16.309 27.762 2.159
C 16.666 28.398 3.500
C 17.263 29.708 3.206
C 18.550 29.690 2.279
N 18.425 28.828 1.143
O 19.496 28.774 0.217
C 18.717 31.213 1.975
C 19.813 29.327 3.110
C 16.982 27.201 -0.199
H 18.362 26.255 2.792
H 19.301 26.217 1.353
H 17.819 25.357 1.388
H 15.621 28.393 1.596
H 15.883 26.769 2.305
H 17.342 27.683 3.969
H 15.797 28.449 4.156
H 17.745 29.956 4.151
H 16.465 30.414 2.976
H 19.604 31.496 1.407
H 17.832 31.647 1.509
H 18.728 31.817 2.882
H 19.790 29.902 4.036
H 19.905 28.248 3.230
H 20.748 29.517 2.583
H 16.077 26.627 -0.001
H 17.600 26.469 -0.719
H 16.573 28.043 -0.757
C 4.109 24.739 8.728
C 4.950 25.657 7.904
C 5.986 24.903 7.090
C 5.315 24.135 5.945
C 5.007 25.344 5.011
C 3.814 26.234 5.610
N 4.182 26.581 7.017
O 3.120 27.478 7.613
C 3.782 27.346 4.598
C 2.516 25.420 5.514
C 5.716 26.561 8.867
H 4.675 24.460 9.617
H 3.721 23.844 8.241
H 3.361 25.338 9.248
H 6.825 25.515 6.758
H 6.408 24.162 7.769
H 4.431 23.534 6.160
H 6.065 23.519 5.450
H 4.707 24.831 4.098
H 5.818 26.025 4.754
H 4.714 27.899 4.716
H 3.750 27.021 3.558
H 2.922 27.966 4.850
H 2.507 24.672 6.307
H 1.685 26.124 5.553
H 2.527 24.974 4.519
H 6.563 26.211 9.458
H 5.078 27.049 9.604
H 6.233 27.295 8.249
C 17.731 34.652 14.457
C 19.226 34.251 14.212
C 19.493 34.222 12.695
C 19.577 35.686 12.049
C 20.673 36.517 12.671
C 20.518 36.515 14.197
N 20.329 35.126 14.836
O 20.302 35.088 16.326
C 21.861 37.107 14.660
C 19.392 37.460 14.575
C 19.298 32.707 14.534
H 17.468 34.926 15.478
H 16.973 33.895 14.254
H 17.426 35.283 13.621
H 20.369 33.664 12.364
H 18.690 33.733 12.143
H 18.600 36.157 11.939
H 19.844 35.651 10.993
H 20.336 37.507 12.365
H 21.665 36.292 12.281
H 22.700 36.673 14.115
H 21.786 38.180 14.484
H 21.956 37.035 15.743
H 19.768 38.483 14.560
H 18.562 37.534 13.873
H 18.998 37.262 15.572
H 19.117 32.447 15.577
H 20.363 32.478 14.487
H 18.783 32.038 13.844
Cl 11.815 27.856 7.275
C 13.018 27.679 8.613
C 13.334 29.063 9.050
Cl 14.791 28.886 10.136
H 13.849 27.139 8.160
H 12.519 27.160 9.433
H 12.512 29.451 9.653
H 13.503 29.739 8.212
C 14.144 21.471 5.200
Cl 12.956 20.792 6.435
Cl 14.997 22.877 5.811
Cl 13.320 21.733 3.636
H 14.891 20.724 4.931
*
```

Electronic energy in hartree: -5319.79986
<S²>: 12.0320
E_HOMO (spin up / spin down) in eV: -8.69 / -9.78

Results of the Löwdin charge analysis, in e, for atoms 1 through 6:
1. C -0.03
2. C -0.48
3. C -0.18
4. C -0.14
5. C -0.11
6. C -0.50